{"formula": "C41H24Br2InN9O6S2", "method": "ωB97M-V/def2-TZVPD", "gap_ev": 7.035, "max_force_ev_per_a": 0.37, "relative_energy_kcal_mol": 4.89, "spin_multiplicity": 1, "charge": -2, "symbols": ["In", "C", "C", "C", "C", "C", "C", "C", "C", "C", "C", "C", "C", "C", "C", "C", "N", "H", "H", "H", "H", "H", "H", "H", "H", "H", "H", "Br", "C", "C", "C", "Br", "C", "C", "C", "C", "N", "C", "C", "O", "H", "H", "H", "H", "O", "N", "C", "C", "C", "C", "C", "S", "H", "H", "H", "H", "O", "S", "O", "O", "C", "N", "C", "C", "C", "N", "C", "C", "C", "N", "C", "C", "H", "H", "H", "H", "H", "H", "O", "N", "C", "C", "N", "C", "N"], "positions_angstrom": [[0.157602, -0.132446, 0.140348], [2.000807, 0.623652, 4.168390], [3.277359, 1.058837, 3.833687], [3.652496, 1.112863, 2.501504], [2.748330, 0.748453, 1.500102], [1.441485, 0.376221, 1.820298], [1.096930, 0.294705, 3.166571], [3.178138, 0.707468, 0.069914], [4.553843, 0.819671, -0.280994], [4.930368, 0.739050, -1.579302], [3.950746, 0.599242, -2.588339], [4.265247, 0.554825, -3.967030], [3.270886, 0.483448, -4.898300], [1.918429, 0.481243, -4.484687], [1.596257, 0.510463, -3.159851], [2.609296, 0.530928, -2.174357], [2.262480, 0.529558, -0.852319], [1.708775, 0.552802, 5.210164], [3.978605, 1.352850, 4.605426], [4.648383, 1.459552, 2.259484], [0.101265, -0.038916, 3.440970], [5.296781, 0.940494, 0.490839], [5.977107, 0.801440, -1.857072], [5.306719, 0.594019, -4.267041], [3.512154, 0.450319, -5.953398], [1.128344, 0.462978, -5.225073], [0.567802, 0.548738, -2.840100], [-0.133133, -3.698098, -3.755803], [-1.203920, -2.146984, -3.586862], [-2.163120, -1.872194, -4.570603], [-2.940125, -0.750995, -4.500862], [-4.210707, -0.423048, -5.879071], [-2.790669, 0.161861, -3.428406], [-3.507332, 1.366877, -3.265102], [-3.237146, 2.177214, -2.201189], [-2.254596, 1.798309, -1.270462], [-1.591693, 0.669171, -1.380371], [-1.835554, -0.141883, -2.438672], [-0.995281, -1.319435, -2.484144], [-0.130677, -1.509724, -1.573526], [-2.277736, -2.558641, -5.398267], [-4.258760, 1.640063, -3.994043], [-3.765467, 3.109740, -2.058997], [-2.007766, 2.435251, -0.434533], [1.807240, -1.973597, 0.176787], [1.509142, -3.148604, 0.652409], [2.485366, -4.088065, 0.609801], [2.294119, -5.366310, 1.057604], [1.044046, -5.706942, 1.576628], [0.065288, -4.748047, 1.625276], [0.272455, -3.431252, 1.174131], [-0.963081, -2.249868, 1.308903], [3.404257, -3.718634, 0.181916], [3.108076, -6.074599, 0.996660], [0.844758, -6.708068, 1.936407], [-0.915296, -4.967816, 2.023286], [-8.327050, 0.609865, 4.203359], [-8.269109, 1.452286, 5.377843], [-8.163665, 0.737971, 6.639223], [-9.204906, 2.560350, 5.383409], [-6.642517, 2.275447, 5.287291], [-6.449094, 3.267316, 6.163492], [-5.256637, 3.840826, 6.138336], [-4.252554, 3.461111, 5.265418], [-4.555148, 2.430869, 4.389216], [-5.747561, 1.839579, 4.403150], [-3.561222, 1.917088, 3.393568], [-2.334951, 2.536263, 3.189396], [-1.441290, 2.003121, 2.277575], [-1.711701, 0.914596, 1.553311], [-2.902615, 0.330958, 1.735115], [-3.846498, 0.786196, 2.635719], [-5.089897, 4.644339, 6.850837], [-3.290176, 3.949097, 5.284792], [-2.057193, 3.439408, 3.712595], [-0.486339, 2.475195, 2.093624], [-3.100653, -0.543613, 1.125029], [-4.798284, 0.287190, 2.759511], [0.260208, 2.538243, -0.145230], [1.241782, 3.207799, -0.575741], [1.306538, 4.462037, -0.146472], [2.393555, 5.277070, -0.601529], [3.265811, 5.942047, -0.955440], [0.345048, 4.988906, 0.778865], [-0.413870, 5.419324, 1.531436]], "atomic_forces_ev_per_a": [[-0.0440, -0.3617, 0.0691], [0.0190, 0.0082, -0.0027], [-0.0398, -0.0051, -0.0169], [-0.0511, -0.0055, 0.0257], [0.0404, -0.0534, -0.1165], [0.0439, 0.1835, -0.0252], [0.0073, 0.0157, -0.0483], [-0.0521, -0.0119, 0.0752], [-0.0278, 0.0002, 0.0482], [0.0556, 0.0114, -0.0415], [0.1038, -0.0078, -0.0714], [-0.0087, 0.0204, 0.0607], [-0.1060, -0.0053, -0.0149], [0.0862, 0.0050, -0.0656], [0.0111, -0.0022, 0.0825], [-0.1076, 0.0438, 0.1723], [0.0873, 0.0920, -0.3028], [-0.0111, 0.0025, -0.0038], [-0.0034, -0.0083, 0.0024], [0.0082, -0.0056, 0.0077], [0.0115, 0.0007, 0.0074], [0.0090, -0.0109, 0.0022], [-0.0103, -0.0118, -0.0103], [-0.0078, -0.0047, 0.0131], [-0.0117, 0.0015, 0.0008], [0.0048, -0.0014, -0.0050], [0.0145, 0.0007, 0.0003], [0.0042, 0.0019, 0.0040], [-0.0150, -0.0356, 0.0047], [0.0387, 0.0011, 0.0371], [0.0162, 0.0037, 0.0182], [-0.0081, 0.0134, 0.0083], [-0.0642, 0.0201, -0.0097], [-0.0169, -0.0244, -0.0747], [-0.0029, 0.0368, 0.0465], [-0.0467, -0.1078, -0.0427], [-0.0294, 0.1764, -0.0873], [0.0932, 0.0511, 0.1649], [-0.1143, -0.0263, -0.0500], [0.2234, 0.0310, -0.1956], [0.0075, -0.0089, 0.0071], [-0.0015, -0.0047, 0.0020], [0.0033, -0.0019, 0.0014], [0.0175, -0.0116, 0.0184], [0.0174, -0.1142, 0.2631], [-0.0377, 0.1396, -0.1143], [-0.0559, -0.0249, -0.0296], [-0.0138, -0.0077, 0.0215], [0.0413, -0.0372, -0.0072], [-0.0425, 0.0434, 0.0003], [0.0515, -0.0239, -0.0770], [-0.0412, -0.0054, 0.1469], [-0.0037, 0.0087, -0.0039], [-0.0112, -0.0050, 0.0016], [0.0078, 0.0026, -0.0012], [0.0079, -0.0040, -0.0021], [-0.0119, -0.0688, -0.0966], [0.0861, 0.0403, 0.0207], [-0.0124, -0.0604, 0.0762], [-0.0771, 0.0530, -0.0229], [0.0803, 0.0475, -0.0409], [0.0668, -0.0687, -0.0653], [-0.0655, 0.0075, 0.0282], [0.0309, 0.0312, 0.0185], [0.1422, -0.0824, -0.1495], [-0.1459, 0.0451, 0.1316], [-0.0994, 0.0905, 0.1298], [0.0425, 0.0182, 0.0060], [-0.0903, -0.0275, -0.1058], [-0.1054, 0.0305, 0.2160], [0.0989, 0.0224, -0.0740], [-0.0677, -0.0231, 0.0134], [-0.0092, -0.0066, -0.0015], [0.0071, 0.0078, -0.0053], [0.0329, 0.0104, -0.0161], [-0.0030, -0.0260, 0.0149], [-0.0068, -0.0039, 0.0125], [0.0191, -0.0047, -0.0099], [0.1423, -0.0430, -0.0337], [-0.1498, 0.0322, 0.0615], [0.1315, 0.1674, -0.0021], [-0.2437, -0.1991, 0.1328], [-0.0019, 0.0221, -0.0094], [0.1917, 0.0402, -0.1340], [-0.0287, -0.0282, 0.0119]]}